The following is a quantum chemistry calculation of the ion C6H12N with charge +1 at a distorted geometry, from OMol25.

Last columns: bonded neighbours and bond lengths (Å).
Cartesian coordinates (Å):
1 C 1.1433 -1.4581 -0.3781  C2 1.327, C3 1.547, H8 1.128
2 C -0.1298 -1.5230 -0.7487  C1 1.327, C4 1.589, H9 1.136
3 C 0.9952 -0.1717 0.4675  C1 1.547, C4 1.559, C5 1.484, H10 1.061
4 C -0.4952 -0.1758 0.0112  C2 1.589, C3 1.559, C6 1.551, N7 1.509
5 C 1.9678 0.9113 0.1791  C3 1.484, H11 1.149, H12 1.107, H13 1.169
6 C -1.1359 0.9425 -0.8511  C4 1.551, H14 1.128, H15 1.163, H16 1.084
7 N -1.6511 -0.3492 0.9649  C4 1.509, H17 0.980, H18 1.087, H19 0.999
8 H 2.0933 -2.0666 -0.3822  C1 1.128
9 H -1.0037 -2.0988 -1.1906  C2 1.136
10 H 0.9114 -0.3457 1.5107  C3 1.061
11 H 1.8078 1.7429 0.9554  C5 1.149
12 H 2.0045 1.3265 -0.8466  C5 1.107
13 H 2.9992 0.4672 0.5045  C5 1.169
14 H -1.8792 0.4548 -1.5453  C6 1.128
15 H -0.4332 1.5176 -1.5771  C6 1.163
16 H -1.4976 1.7573 -0.2349  C6 1.084
17 H -1.6998 -1.3109 1.1481  N7 0.980
18 H -2.4382 0.0447 0.3262  N7 1.087
19 H -1.5588 0.3348 1.6870  N7 0.999

Its HOMO energy is -14.38 eV. The calculation puts the LUMO energy at -3.52 eV. As for the maximum force: 3.6 eV/Å. The value obtained for the energy is -290.21884 hartree. Its charge is +1. For the HOMO-LUMO gap, the calculation gives 0.399 Ha. The SMILES is C[C@@H]1C=C[C@@]1(C)[NH3+].

natural (NBO) population analysis, charges in e, atoms 1 to 5: C -0.10; C -0.24; C -0.25; C 0.09; C -0.63

---

The following is a quantum chemistry calculation of the ion C6H12N with charge +1 at a distorted geometry, from OMol25.

Last columns: bonded neighbours and bond lengths (Å).
Cartesian coordinates (Å):
1 C -0.3217 -0.4465 0.7172  C2 1.414, C3 1.428, N7 1.637
2 C -1.6047 -1.0204 0.8743  C1 1.414, C3 1.587, H8 1.069, H9 1.125
3 C -0.3508 -1.8168 0.3157  C1 1.428, C2 1.587, C4 1.522, H10 1.048
4 C -0.1806 -1.9599 -1.1903  C3 1.522, H11 1.158, H12 1.090, H13 1.122
5 C 1.8108 1.1639 0.0550  N7 1.495, H14 1.124, H15 1.050, H16 1.095
6 C -0.4149 2.1948 0.6969  N7 1.463, H17 1.131, H18 1.118, H19 1.069
7 N 0.3561 0.9992 0.3576  C1 1.637, C5 1.495, C6 1.463
8 H -1.7426 -1.4493 1.8434  C2 1.069
9 H -2.6427 -0.7631 0.5255  C2 1.125
10 H -0.0584 -2.5019 1.0533  C3 1.048
11 H 0.6914 -2.6540 -1.5050  C4 1.158
12 H -0.1573 -0.9744 -1.6554  C4 1.090
13 H -1.0125 -2.4293 -1.7786  C4 1.122
14 H 1.9247 1.6679 -0.9434  C5 1.124
15 H 2.3670 0.2733 0.0490  C5 1.050
16 H 2.1380 1.8608 0.8335  C5 1.095
17 H -1.4327 1.9110 1.1002  C6 1.131
18 H -0.2693 2.8577 -0.1909  C6 1.118
19 H 0.1800 2.7335 1.4031  C6 1.069

Its HOMO energy is -14.17 eV. The calculation puts the LUMO energy at -5.36 eV. As for the maximum force: 8.6 eV/Å. The value obtained for the energy is -290.15142 hartree. Its charge is +1. For the HOMO-LUMO gap, the calculation gives 0.324 Ha. The SMILES is C[C@@H]1CC1=[N+](C)C.

natural (NBO) population analysis, charges in e, atoms 1 to 5: C 0.50; C -0.50; C -0.23; C -0.65; C -0.41

---

The following is a quantum chemistry calculation of the ion C6H12N with charge +1 at a distorted geometry, from OMol25.

Last columns: bonded neighbours and bond lengths (Å).
Cartesian coordinates (Å):
1 C -0.5286 -0.7128 -0.1441  C3 1.442, C4 1.567, H8 1.169, H9 1.054
2 C -0.3749 1.1526 1.6785  C3 1.489, N7 1.415, H10 1.098, H11 1.144
3 C -1.0590 0.4167 0.5794  C1 1.442, C2 1.489, N7 1.513, H12 1.188
4 C 0.5415 -0.4858 -1.2656  C1 1.567, C5 1.480, C6 1.318
5 C 1.9549 -0.4904 -0.8277  C4 1.480, H13 1.137, H14 1.091, H15 1.119
6 C 0.1557 -0.3310 -2.5159  C4 1.318, H16 1.083, H18 1.102
7 N -1.4902 0.3550 2.0287  C2 1.415, C3 1.513, H17 1.046, H19 1.032
8 H -0.0313 -1.3531 0.6977  C1 1.169
9 H -1.2550 -1.3742 -0.5271  C1 1.054
10 H 0.6575 0.7793 1.7100  C2 1.098
11 H -0.3360 2.2947 1.6365  C2 1.144
12 H -1.8599 1.0757 -0.0009  C3 1.188
13 H 2.0517 0.0037 0.1915  C5 1.137
14 H 2.5338 0.2651 -1.3610  C5 1.091
15 H 2.6535 -1.3609 -0.7483  C5 1.119
16 H 0.8563 -0.1932 -3.3307  C6 1.083
17 H -1.1554 -0.5119 2.5096  N7 1.046
18 H -0.9443 -0.3722 -2.5683  C6 1.102
19 H -2.3703 0.8427 2.2576  N7 1.032

Its HOMO energy is -13.30 eV. The calculation puts the LUMO energy at -3.44 eV. As for the maximum force: 5.5 eV/Å. The value obtained for the energy is -290.21444 hartree. Its charge is +1. For the HOMO-LUMO gap, the calculation gives 0.362 Ha. The SMILES is C=C(C)C[C@@H]1C[NH2+]1.

natural (NBO) population analysis, charges in e, atoms 1 to 5: C -0.48; C -0.28; C 0.00; C 0.00; C -0.67

---

The following is a quantum chemistry calculation of the molecule C6H12N2 at a distorted geometry, from OMol25.

Last columns: bonded neighbours and bond lengths (Å).
Cartesian coordinates (Å):
1 C 2.3951 -0.6019 0.0879  H7 1.113, H8 1.147, H9 1.132, N19 1.571
2 C 0.2115 -0.3815 -0.8858  C3 1.578, C5 1.671, H10 1.046, N19 1.416
3 C -1.3424 -0.2987 -1.1469  C2 1.578, H11 1.075, H12 1.202, N20 1.532
4 C -0.7756 -0.4282 1.2998  C5 1.600, H14 1.143, H15 1.282, N20 1.455
5 C 0.2731 0.5033 0.5299  C2 1.671, C4 1.600, C6 1.594, N19 1.353
6 C -0.3654 1.8994 0.1020  C5 1.594, H16 1.201, H17 1.044, H18 1.118
7 H 2.0824 -1.6667 0.1652  C1 1.113
8 H 3.2356 -0.6193 -0.6917  C1 1.147
9 H 3.0160 -0.3568 1.0025  C1 1.132
10 H 0.3504 -1.3564 -0.5338  C2 1.046
11 H -1.7040 0.6164 -1.5791  C3 1.075
12 H -1.5526 -1.2044 -1.9094  C3 1.202
13 H -1.7448 -1.9465 0.2619  N20 1.145
14 H -0.2020 -1.3427 1.6751  C4 1.143
15 H -1.2305 -0.1680 2.4694  C4 1.282
16 H -0.0686 2.9144 0.6717  C6 1.201
17 H -0.0422 2.0832 -0.8736  C6 1.044
18 H -1.4555 1.7132 0.2650  C6 1.118
19 N 1.2760 0.3993 -0.3723  C1 1.571, C2 1.416, C5 1.353
20 N -1.7134 -0.8023 0.2515  C3 1.532, C4 1.455, H13 1.145

Its HOMO energy is -7.72 eV. The calculation puts the LUMO energy at 0.88 eV. As for the maximum force: 7.2 eV/Å. The value obtained for the energy is -345.05043 hartree. For the HOMO-LUMO gap, the calculation gives 0.316 Ha. The SMILES is CN1[C@@H]2CNC[C@]21C.

natural (NBO) population analysis, charges in e, atoms 1 to 5: C -0.44; C -0.09; C -0.22; C -0.26; C 0.09

---

The following is a quantum chemistry calculation of the molecule C6H12N2 at a distorted geometry, from OMol25.

Last columns: bonded neighbours and bond lengths (Å).
Cartesian coordinates (Å):
1 C -2.0165 -0.2646 -1.1275  C4 1.500, H15 1.092, H16 1.096, H17 1.096
2 C 1.6338 -1.0674 -1.0320  C8 1.513, H18 1.100, H19 1.095, H20 1.092
3 C -0.4451 -0.0153 0.9269  C4 1.375, N5 1.381, C7 1.450
4 C -0.7033 -0.1084 -0.4206  C1 1.500, C3 1.375, C8 1.439
5 N -1.1456 -0.5464 1.9925  C3 1.381, H9 1.008, H10 1.010
6 N 0.8399 2.1091 0.9960  C7 1.418, H11 1.014, H12 1.013
7 C 0.8155 0.6923 1.0389  C3 1.450, N6 1.418, H13 1.096
8 C 0.5938 0.0318 -1.0286  C2 1.513, C4 1.439, H14 1.098
9 H -0.8432 -0.2982 2.9214  N5 1.008
10 H -1.5073 -1.4860 1.9148  N5 1.010
11 H 0.1599 2.4818 0.3421  N6 1.014
12 H 1.7570 2.4885 0.7911  N6 1.013
13 H 1.5674 0.3093 1.7390  C7 1.096
14 H 0.6486 0.6456 -1.9371  C8 1.098
15 H -2.8615 -0.0810 -0.4598  C1 1.092
16 H -2.0757 0.4495 -1.9566  C1 1.096
17 H -2.1362 -1.2603 -1.5689  C1 1.096
18 H 1.4920 -1.7315 -1.8968  C2 1.100
19 H 2.6511 -0.6705 -1.1057  C2 1.095
20 H 1.5753 -1.6783 -0.1289  C2 1.092

Its HOMO energy is -7.05 eV. The calculation puts the LUMO energy at 1.01 eV. As for the maximum force: 1.3 eV/Å. The value obtained for the energy is -345.22341 hartree. For the HOMO-LUMO gap, the calculation gives 0.296 Ha. The SMILES is C/C=C(C)\C(N)=C/N.

natural (NBO) population analysis, charges in e, atoms 1 to 5: C -0.64; C -0.62; C 0.09; C -0.10; N -0.82

---

The following is a quantum chemistry calculation of a cluster of 2 separate species, C6H12N2 in total at a distorted geometry, from OMol25.

Last columns: bonded neighbours and bond lengths (Å).
Cartesian coordinates (Å):
1 C -1.9880 0.1507 0.4115  N8 1.300, H10 1.095, H12 1.084
2 C 0.2632 2.3416 -1.3786  C5 1.511, H13 1.087, H14 1.090, H15 1.093
3 C -0.5665 -2.4337 0.4882  H11 1.180, H16 1.088, H17 1.082, H18 1.084
4 N 0.7453 1.1502 0.7016  C5 1.428, C6 1.364, H9 1.011
5 C -0.0674 1.1792 -0.4716  C2 1.511, N4 1.428, C6 1.781, N8 1.358
6 C 1.0679 -0.0492 0.1387  N4 1.364, C5 1.781, C7 1.314
7 C 2.1586 -0.7806 0.0811  C6 1.314, H19 1.083, H20 1.079
8 N -1.3612 0.7731 -0.5418  C1 1.300, C5 1.358
9 H 0.6937 1.4718 1.6582  N4 1.011
10 H -1.7564 0.3378 1.4651  C1 1.095
11 H -1.2417 -1.4763 0.6316  C3 1.180
12 H -3.0036 -0.1557 0.1903  C1 1.084
13 H -0.2768 2.2604 -2.3186  C2 1.087
14 H 1.3319 2.3939 -1.5874  C2 1.090
15 H -0.0235 3.2847 -0.9070  C2 1.093
16 H -1.2744 -3.2441 0.6466  C3 1.088
17 H -0.2483 -2.4395 -0.5459  C3 1.082
18 H 0.2691 -2.5104 1.1737  C3 1.084
19 H 3.0809 -0.5181 0.5841  C7 1.083
20 H 2.1972 -1.7357 -0.4198  C7 1.079

Its HOMO energy is -7.82 eV. The calculation puts the LUMO energy at 0.31 eV. As for the maximum force: 3.9 eV/Å. The value obtained for the energy is -345.13534 hartree. For the HOMO-LUMO gap, the calculation gives 0.299 Ha. The SMILES is C=N[C@@]1(C)NC1=C.C.

natural (NBO) population analysis, charges in e, atoms 1 to 5: C -0.11; C -0.63; C -0.82; N -0.68; C 0.29

---

Q: Among the records above, which one has the highest maximum force?
A: number 2

---

Q: Among the records above, which one has the lowest HOMO energy?
A: number 1

---

Q: Which value of energy does entry 6 give?
A: -345.13534 hartree

---

Q: What is the maximum force in the third record?
A: 5.5 eV/Å